[1]
Molecular formula: C12H19N3O3S2
Method: DFT, ωB97M-V with the def2-TZVPD basis set

```
39
Properties=species:S:1:pos:R:3
C 2.26807 3.73571 -0.16874
C 1.66013 2.57214 0.59791
H 1.24651 2.90057 1.55256
H 0.88037 2.08736 -0.00081
O 2.65880 1.60129 0.95984
C 3.05372 0.75338 0.03609
O 2.65454 0.73947 -1.10960
C 4.01831 -0.27352 0.56951
H 4.68424 -0.63253 -0.21210
H 4.57930 0.12135 1.41379
S 3.10910 -1.69500 1.29196
C 2.30899 -2.59921 -0.11791
C 3.01815 -2.45364 -1.45002
H 2.50754 -3.06829 -2.18941
H 3.02795 -1.42616 -1.80495
H 4.04349 -2.80794 -1.36295
C 0.83915 -2.22297 -0.10569
O -0.00321 -2.93096 0.40160
N 0.52468 -1.01509 -0.65616
C -0.71134 -0.45364 -0.49427
N -0.96003 0.78409 -0.77324
N -2.21894 1.12716 -0.51525
C -2.94145 0.17628 -0.04510
C -4.37619 0.31415 0.32026
C -4.57032 0.01436 1.80748
H -4.27816 -1.01076 2.02607
H -5.61443 0.14466 2.08092
H -3.96616 0.68516 2.41398
C -5.22550 -0.62361 -0.53946
H -4.94432 -1.65883 -0.35706
H -6.27818 -0.50072 -0.29730
H -5.08398 -0.40496 -1.59534
H -4.65913 1.35172 0.11649
S -2.06558 -1.34084 0.14629
H 1.22193 -0.41519 -1.09105
H 2.36120 -3.63654 0.22619
H 1.49541 4.47223 -0.36621
H 3.06450 4.19923 0.40914
H 2.67080 3.39008 -1.11747
```

The HOMO energy is -0.326 hartree. As for the spin multiplicity: 1. As for the LUMO energy: 0.6116 eV. For the total energy, the calculation gives -45036.3115 eV. The HOMO-LUMO gap comes out at 9.4904 eV.

---

[2]
Molecular formula: ClH2NO
Method: DFT, ωB97M-V with the def2-TZVPD basis set

```
5
Properties=species:S:1:pos:R:3
N -0.20703 -0.15986 -0.22211
O -0.46130 -1.41750 -0.22001
Cl 1.16188 0.91461 1.25160
H 0.53054 0.23459 -0.79023
H -1.02410 0.42817 -0.01926
```

The HOMO energy (alpha / beta) is -0.386 / -0.388 hartree. As for the spin multiplicity: 1. As for the LUMO energy (alpha / beta): -2.2657 / -2.0767 eV. For the total energy, the calculation gives -16089.0235 eV. The HOMO-LUMO gap (alpha / beta) comes out at 8.2427 / 8.4687 eV.

---

[3]
Molecular formula: C3H6O3
Method: DFT, ωB97M-V with the def2-TZVPD basis set

```
12
Properties=species:S:1:pos:R:3
C 1.34667 -0.87272 0.40291
C 0.89943 0.63928 0.66154
C 0.36239 1.37583 -0.53150
O 1.03634 1.22925 1.68397
O 1.29556 -1.34168 -0.71118
O -2.38202 -1.18289 -0.19146
H 1.82336 -1.37021 1.32617
H 1.12390 2.03616 -0.93431
H -0.40036 2.17391 -0.31125
H 0.19214 0.64620 -1.30437
H -3.28039 -1.58100 -0.58244
H -2.01702 -1.75214 0.49191
```

The HOMO energy is -0.352 hartree. As for the spin multiplicity: 1. As for the LUMO energy: -0.3840 eV. For the total energy, the calculation gives -9349.2418 eV. The HOMO-LUMO gap comes out at 9.1969 eV.